No. 1
DFT (wB97M-V/def2-TZVPD) results for a 10-piece molecular cluster, C20H60O20 overall in a non-equilibrium geometry.

```
100
Properties=species:S:1:pos:R:3:forces:R:3:lowdin_charge:R:1
O 3.904 2.279 -3.733 -0.25 0.53 -0.24 -0.049
C 2.531 2.115 -3.405 -0.17 -0.69 0.84 -0.267
C 1.741 3.406 -3.265 0.81 -1.03 -1.12 -0.226
O 1.681 4.029 -4.568 -0.36 0.36 1.15 -0.068
H 4.349 1.450 -3.541 -0.06 -0.06 -0.08 0.079
H 1.992 1.447 -4.083 0.20 0.18 -0.45 0.117
H 2.487 1.575 -2.452 -0.24 0.24 0.21 0.098
H 2.202 4.059 -2.521 -0.09 0.12 0.00 0.120
H 0.735 3.084 -2.989 0.01 0.16 0.38 0.105
H 1.106 4.779 -4.371 0.14 0.14 -0.69 0.076
O 1.052 -3.958 -0.438 0.00 0.60 0.51 -0.060
C 1.874 -4.182 0.685 0.44 -1.54 -0.19 -0.253
C 3.367 -4.142 0.401 0.55 0.23 0.76 -0.187
O 3.818 -2.758 0.463 0.26 -0.48 0.00 -0.099
H 1.034 -2.994 -0.533 -0.14 0.13 -0.33 0.047
H 1.736 -3.541 1.561 -0.40 0.42 -0.28 0.113
H 1.613 -5.185 1.040 0.12 -0.08 -0.07 0.120
H 3.791 -4.610 -0.489 -0.76 0.25 -0.47 0.116
H 3.872 -4.708 1.195 -0.12 0.18 0.24 0.111
H 4.330 -2.709 1.274 0.02 0.38 0.02 0.083
O -5.495 -0.829 -0.124 0.52 -0.71 0.42 -0.052
C -4.440 -1.514 0.541 2.29 1.29 1.16 -0.218
C -3.615 -0.487 1.375 -0.24 1.13 -0.51 -0.248
O -4.396 0.143 2.379 -0.27 -0.04 0.47 -0.087
H -5.008 -0.354 -0.811 -0.36 0.21 -0.21 0.063
H -4.651 -2.273 1.291 -1.23 -0.23 -0.56 0.120
H -3.691 -1.900 -0.156 -0.33 -0.44 -0.26 0.116
H -3.232 0.287 0.694 -0.10 -0.04 -0.20 0.087
H -2.718 -0.805 1.912 -0.16 -0.91 -0.24 0.121
H -4.907 0.872 2.023 -0.16 -0.18 -0.30 0.088
O 0.033 0.590 -1.918 1.23 0.03 0.11 -0.042
C -0.073 0.416 -0.517 -2.49 0.52 0.64 -0.234
C 1.166 -0.022 0.192 0.77 -0.36 -0.86 -0.186
O 1.676 -1.218 -0.421 0.01 0.62 0.35 -0.094
H -0.833 0.534 -2.321 -0.27 0.09 0.10 0.050
H -0.460 1.326 -0.030 0.67 0.44 -0.14 0.107
H -0.971 -0.188 -0.329 0.53 -0.90 0.11 0.116
H 1.052 -0.200 1.263 -0.60 0.25 -0.01 0.113
H 1.936 0.753 0.085 -0.08 0.15 -0.03 0.127
H 2.499 -1.385 0.067 0.13 -0.69 -0.32 0.065
O -2.163 0.623 -4.189 -0.56 0.34 -0.14 -0.087
C -2.879 0.525 -5.439 -0.35 -1.19 0.11 -0.188
C -4.364 0.159 -5.271 0.57 -0.10 1.21 -0.223
O -4.558 -1.177 -4.789 0.42 0.22 -0.42 -0.062
H -1.789 -0.257 -4.087 0.07 0.04 0.33 0.095
H -2.867 1.465 -5.988 0.48 0.09 0.12 0.122
H -2.324 -0.276 -5.929 -0.42 0.25 -0.92 0.127
H -4.935 0.333 -6.181 0.14 0.13 -0.14 0.121
H -4.703 0.817 -4.464 -0.37 0.30 -0.24 0.104
H -5.376 -1.512 -5.162 0.01 -0.07 0.07 0.082
O -3.582 1.294 -1.792 0.46 0.49 0.95 -0.085
C -3.730 2.600 -1.218 -0.72 0.40 -0.73 -0.228
C -4.866 3.242 -1.965 -0.40 1.92 -0.78 -0.246
O -4.984 4.604 -1.514 0.07 -0.25 0.76 -0.076
H -3.170 1.432 -2.658 0.08 -0.47 -0.07 0.047
H -3.968 2.627 -0.155 0.09 -0.76 0.06 0.114
H -2.882 3.276 -1.352 0.40 -0.42 -0.03 0.129
H -5.817 2.713 -1.890 0.10 -0.21 0.18 0.125
H -4.601 3.372 -3.021 0.05 -0.82 -0.14 0.120
H -5.637 5.082 -2.029 -0.09 -0.15 -0.10 0.080
O 3.223 -4.641 4.784 0.24 -1.09 0.48 -0.067
C 2.173 -3.786 5.178 1.03 0.33 0.56 -0.243
C 2.675 -2.343 5.159 -1.39 -0.08 -0.77 -0.222
O 2.711 -1.954 3.782 0.26 0.08 -0.07 -0.090
H 3.593 -4.434 3.925 -0.37 0.42 -0.17 0.068
H 1.264 -4.012 4.616 0.03 0.68 -0.34 0.121
H 1.913 -4.015 6.216 0.34 -0.30 0.01 0.117
H 3.670 -2.211 5.581 0.04 -0.45 0.27 0.119
H 1.960 -1.776 5.767 0.02 0.43 -0.33 0.117
H 2.510 -1.017 3.663 -0.36 -0.24 0.23 0.030
O 4.769 -4.113 -3.212 0.16 0.25 -0.19 -0.060
C 3.989 -3.103 -3.834 -0.61 0.61 -0.51 -0.252
C 3.130 -2.393 -2.805 0.01 -1.23 0.04 -0.261
O 2.391 -1.356 -3.439 0.33 -0.16 0.60 -0.060
H 4.856 -4.776 -3.900 0.30 -0.26 0.29 0.081
H 4.541 -2.346 -4.409 0.50 -0.24 0.21 0.118
H 3.338 -3.603 -4.562 -0.21 0.28 0.04 0.122
H 3.700 -2.064 -1.934 0.35 0.35 -0.32 0.108
H 2.517 -3.207 -2.399 -0.55 0.33 0.01 0.109
H 2.036 -0.840 -2.701 -0.32 0.04 -0.20 0.043
O -1.047 1.122 4.656 -0.56 0.46 0.33 -0.044
C -2.019 1.690 3.791 -1.82 1.15 -0.52 -0.208
C -1.423 2.490 2.642 1.14 -1.65 0.78 -0.232
O -0.829 3.683 3.123 -0.45 0.49 -0.28 -0.058
H -0.816 1.823 5.277 0.04 -0.14 0.26 0.102
H -2.819 1.015 3.472 0.97 -0.81 -0.14 0.092
H -2.682 2.404 4.302 0.51 0.16 0.56 0.134
H -2.189 2.571 1.872 0.07 0.96 0.04 0.114
H -0.605 1.889 2.220 -0.22 -0.15 -0.30 0.101
H -0.175 3.449 3.806 -0.25 0.04 -0.27 0.035
O 1.224 0.576 3.668 1.08 0.76 -0.79 -0.103
C 2.328 1.321 4.195 -1.53 -0.96 1.31 -0.219
C 2.248 2.826 4.253 1.08 0.72 -1.60 -0.231
O 1.255 3.405 5.085 -0.52 -1.00 0.51 -0.065
H 0.394 0.945 4.017 -0.33 -0.47 0.13 0.010
H 2.395 0.987 5.240 0.60 0.03 0.05 0.127
H 3.187 0.959 3.634 0.33 0.58 0.08 0.127
H 2.109 3.240 3.246 0.06 -0.16 -0.11 0.128
H 3.257 3.113 4.565 -0.07 0.23 0.20 0.125
H 1.357 4.360 5.125 0.22 -0.01 -0.09 0.110
```
Forces are in eV/Å.

The LUMO energy comes out at 0.2 eV. The spin multiplicity is 1. The SMILES is OCCO.OCCO.OCCO.OCCO.OCCO.OCCO.OCCO.OCCO.OCCO.OCCO. The value obtained for the energy above the lowest of the compared OMol25 structures with the same formula, charge and spin is 66.55 kcal/mol. Its total energy is -62656.461 eV. The value obtained for the highest occupied orbital energy is -0.346 Ha. Its total charge is 0.



No. 2
DFT (wB97M-V/def2-TZVPD) results for a 8-piece molecular cluster, C20H61N5O8 overall in a non-equilibrium geometry.

```
94
Properties=species:S:1:pos:R:3:forces:R:3:lowdin_charge:R:1
C 6.754 -3.953 -4.519 0.36 0.04 -0.74 -0.146
O 6.115 -3.705 -3.297 -0.25 -1.49 0.69 -0.187
C 4.866 -4.449 -3.212 0.18 0.05 0.29 -0.170
C 4.490 -4.843 -1.752 -0.51 -0.15 0.09 -0.411
C 5.559 -5.667 -1.041 2.22 1.11 0.06 -0.070
N 3.345 -5.737 -1.679 -1.37 -0.79 -0.76 0.008
H 7.042 -4.976 -4.762 -0.76 -0.72 0.49 0.082
H 7.755 -3.527 -4.578 -0.32 0.97 0.35 0.084
H 6.100 -3.597 -5.315 0.27 0.15 -0.42 0.086
H 4.136 -3.786 -3.677 -0.53 -0.04 0.27 0.119
H 4.834 -5.368 -3.797 0.60 -0.15 -0.17 0.116
H 4.095 -3.926 -1.316 1.23 0.39 0.81 0.130
H 6.493 -5.119 -0.913 -0.03 0.55 0.06 0.070
H 5.957 -6.499 -1.622 -0.78 -0.25 -0.39 0.085
H 5.362 -6.041 -0.037 -0.70 0.14 -0.11 0.076
H 2.450 -5.271 -1.636 -0.06 0.38 -0.48 0.067
H 3.342 -6.251 -0.810 0.41 -0.15 -0.04 0.060
C 3.778 -1.552 5.470 1.19 -0.77 -1.45 -0.142
O 3.257 -2.693 6.074 -0.08 -1.60 2.23 -0.214
C 4.147 -3.824 6.460 -1.74 0.27 -2.42 -0.112
C 3.338 -5.156 6.128 1.16 0.21 -0.98 -0.416
C 2.215 -5.477 7.088 0.08 0.34 0.80 -0.075
N 4.300 -6.316 6.118 -0.29 1.71 0.63 0.017
H 3.060 -0.732 5.486 0.15 -0.15 0.30 0.088
H 3.992 -1.834 4.439 -0.44 0.28 -0.73 0.078
H 4.796 -1.267 5.736 -0.10 0.34 1.13 0.081
H 4.990 -3.764 5.772 0.25 -0.30 0.09 0.112
H 4.521 -3.802 7.484 -0.34 0.31 0.23 0.119
H 3.082 -5.171 5.069 -0.81 0.96 0.14 0.128
H 2.647 -5.899 7.995 0.40 0.04 0.23 0.074
H 1.567 -6.292 6.765 -0.29 0.39 -0.44 0.078
H 1.685 -4.600 7.458 -0.42 -0.03 -0.49 0.079
H 4.637 -6.098 7.045 0.95 -1.37 0.54 0.048
H 3.658 -7.091 6.201 0.35 -0.61 0.19 0.056
C -2.399 -5.975 -1.343 -0.12 2.09 0.77 -0.060
O -1.995 -4.726 -0.679 -0.61 -1.33 0.00 -0.213
C -2.483 -4.734 0.674 1.39 -0.04 -0.02 -0.227
C -1.813 -3.542 1.342 -1.03 0.28 -0.22 -0.459
C -1.941 -3.580 2.832 0.53 -0.87 0.68 -0.075
N -2.517 -2.355 0.852 -0.29 -0.41 -0.01 0.039
H -2.126 -6.796 -0.679 -0.11 -0.27 -0.33 0.080
H -1.933 -6.021 -2.328 0.10 -0.03 0.25 0.085
H -3.475 -5.834 -1.447 -0.18 -0.83 -0.21 0.085
H -3.563 -4.686 0.808 -0.36 0.32 -0.54 0.131
H -2.207 -5.673 1.155 0.36 -0.18 0.13 0.117
H -0.797 -3.494 0.949 0.36 -0.40 0.53 0.137
H -1.300 -4.384 3.194 0.39 0.21 0.43 0.074
H -2.927 -3.876 3.188 -0.32 0.25 -0.39 0.080
H -1.707 -2.618 3.288 0.21 -0.15 0.01 0.077
H -2.867 -2.707 -0.028 -0.05 1.15 -0.62 0.057
H -1.835 -1.621 0.730 -0.24 0.23 -0.44 0.072
C -1.970 7.918 1.572 -1.38 0.56 -1.22 -0.069
O -2.265 8.921 0.512 -0.42 0.03 1.34 -0.213
C -3.174 9.996 0.938 0.75 0.28 -0.78 -0.175
C -3.664 10.861 -0.263 0.80 0.76 -0.08 -0.458
C -4.792 11.894 0.068 1.07 -0.03 0.80 -0.060
N -4.177 10.064 -1.336 -1.02 -0.91 0.37 0.030
H -2.767 7.174 1.574 -0.33 -0.01 -0.11 0.073
H -1.979 8.325 2.583 0.52 0.37 -0.15 0.079
H -1.083 7.341 1.311 0.24 0.67 0.01 0.080
H -4.061 9.609 1.440 0.05 -0.26 0.31 0.120
H -2.608 10.702 1.545 -0.08 -0.24 0.66 0.119
H -2.809 11.379 -0.698 0.23 0.44 0.46 0.131
H -4.443 12.612 0.811 0.24 0.29 -0.16 0.068
H -5.686 11.504 0.555 -0.02 -0.69 -0.25 0.071
H -5.106 12.418 -0.834 0.21 -0.10 0.03 0.076
H -3.578 9.260 -1.463 0.46 -0.13 -0.23 0.066
H -4.899 9.684 -0.741 -1.32 -1.03 -1.00 0.063
C -1.760 2.992 -4.689 0.04 1.24 -1.32 -0.061
O -2.761 3.875 -5.367 1.85 -2.14 1.22 -0.178
C -4.107 3.605 -5.045 -0.48 1.39 -0.28 -0.242
C -4.680 2.227 -5.317 1.52 0.23 -1.15 -0.488
C -4.467 1.803 -6.744 1.41 -1.32 -1.39 -0.074
N -6.075 2.093 -5.111 -0.86 -0.17 1.18 0.041
H -1.562 3.240 -3.646 -0.79 -0.09 0.22 0.082
H -0.799 3.202 -5.158 -0.13 0.38 -0.33 0.076
H -1.866 1.923 -4.877 -0.71 0.02 0.25 0.076
H -4.337 3.852 -4.009 0.14 0.09 0.43 0.118
H -4.595 4.366 -5.654 -0.54 -0.06 -0.07 0.126
H -4.113 1.635 -4.598 -0.31 -0.88 -0.22 0.134
H -3.440 1.745 -7.105 0.45 0.55 0.47 0.072
H -4.950 2.381 -7.532 -0.44 0.45 0.46 0.083
H -4.752 0.768 -6.932 -0.59 -0.05 0.40 0.076
H -6.289 2.207 -4.131 -0.47 0.21 0.01 0.076
H -6.598 2.740 -5.683 -0.11 0.14 0.12 0.081
O 1.388 1.383 0.909 -0.27 -0.08 0.09 -0.055
H 1.999 1.073 0.240 0.18 -0.09 -0.26 0.024
H 1.914 1.958 1.466 0.11 0.17 0.14 0.028
O 4.462 0.929 -2.238 -0.22 0.05 0.19 -0.054
H 5.075 0.197 -2.172 0.16 -0.25 0.04 0.027
H 4.763 1.425 -3.000 0.03 0.16 -0.19 0.030
O -1.342 2.123 4.793 -0.02 0.18 0.20 -0.054
H -1.891 2.019 4.016 -0.16 -0.02 -0.20 0.029
H -0.640 1.482 4.678 0.18 -0.17 -0.01 0.025
```
Forces are in eV/Å.

The LUMO energy comes out at 0.1 eV. The spin multiplicity is 1. The SMILES is COC[C@H](C)N.COC[C@H](C)N.COC[C@H](C)N.COC[C@H](C)N.COC[C@H](C)N.O.O.O. The value obtained for the energy above the lowest of the compared OMol25 structures with the same formula, charge and spin is 109.65 kcal/mol. Its total energy is -45553.193 eV. The value obtained for the highest occupied orbital energy is -0.330 Ha. Its total charge is 0.



No. 3
DFT (wB97M-V/def2-TZVPD) results for a 4-piece molecular cluster, C20H64N10O3P4S overall in a non-equilibrium geometry.

```
102
Properties=species:S:1:pos:R:3:forces:R:3:lowdin_charge:R:1
C -1.285 -5.557 -5.153 0.09 0.30 -0.37 -0.124
N -0.431 -5.695 -3.988 -1.96 -1.33 0.14 -0.359
C -0.398 -7.092 -3.549 0.35 0.02 0.44 -0.132
P 1.036 -4.878 -3.755 -5.04 2.14 -4.25 0.761
O 1.772 -5.600 -4.909 2.06 -0.80 2.94 -0.312
N 1.149 -3.331 -4.478 1.81 1.99 -0.56 -0.328
C 0.174 -2.763 -5.397 -0.21 0.02 0.34 -0.128
C 2.492 -3.006 -4.980 0.10 -0.39 -0.02 -0.156
N 0.189 -4.048 -2.427 2.53 -0.73 1.52 -0.308
C -1.220 -3.743 -2.281 -0.79 -1.12 0.53 -0.107
C 1.032 -3.229 -1.565 0.24 -0.10 0.17 -0.142
H -2.233 -6.086 -5.005 0.29 -0.23 0.17 0.084
H -0.813 -5.926 -6.067 -0.09 -0.01 -0.20 0.088
H -1.601 -4.529 -5.301 0.23 0.11 -0.07 0.051
H -0.288 -7.126 -2.461 0.12 -0.07 0.05 0.077
H 0.440 -7.634 -3.998 -0.01 -0.11 -0.05 0.067
H -1.318 -7.637 -3.790 0.08 0.39 -0.05 0.080
H 0.083 -3.362 -6.310 -0.07 -0.01 -0.10 0.085
H 0.461 -1.747 -5.700 0.26 -0.23 0.20 0.085
H -0.801 -2.645 -4.935 -0.17 -0.18 0.00 0.052
H 2.670 -3.446 -5.969 0.13 -0.01 -0.04 0.067
H 3.261 -3.383 -4.297 -0.10 -0.01 -0.16 0.069
H 2.639 -1.923 -5.052 -0.27 -0.06 0.08 0.079
H -1.608 -3.130 -3.094 0.08 -0.02 -0.23 0.066
H -1.428 -3.192 -1.352 0.52 -0.06 -0.11 0.081
H -1.824 -4.655 -2.202 0.08 0.26 -0.21 0.083
H 1.043 -2.184 -1.891 -0.06 0.08 -0.01 0.071
H 2.063 -3.599 -1.573 -0.09 0.10 -0.07 0.072
H 0.696 -3.271 -0.523 0.01 0.06 -0.10 0.078
C 1.327 0.884 0.019 0.30 -0.17 0.32 -0.122
N -0.109 0.940 0.219 0.68 0.98 -2.11 -0.355
C -0.804 0.654 -1.038 -0.52 0.04 0.17 -0.131
P -0.924 0.367 1.590 6.75 1.64 -0.03 0.757
O -0.591 -1.122 1.326 -3.70 0.15 0.00 -0.298
N -0.049 0.436 3.059 -0.10 -0.81 2.56 -0.330
C 1.362 0.775 3.178 -0.18 0.37 -0.09 -0.129
C -0.327 -0.684 3.970 -0.11 -0.27 -0.28 -0.154
N -1.307 2.079 1.892 -2.83 -1.05 0.31 -0.309
C -0.561 3.267 1.533 -0.24 0.35 -1.37 -0.105
C -2.271 2.323 2.958 -0.16 -0.14 0.12 -0.139
H 1.616 1.434 -0.883 -0.35 -0.19 -0.09 0.085
H 1.700 -0.141 -0.058 0.21 -0.07 -0.04 0.081
H 1.865 1.404 0.806 -0.05 -0.17 0.21 0.051
H -1.738 1.224 -1.072 -0.14 -0.08 -0.01 0.076
H -1.046 -0.409 -1.129 0.02 -0.08 -0.11 0.056
H -0.226 0.944 -1.922 0.09 0.06 0.37 0.081
H 1.996 0.058 2.645 0.12 -0.02 -0.04 0.084
H 1.681 0.776 4.229 -0.36 -0.14 -0.11 0.086
H 1.569 1.781 2.829 0.06 0.06 -0.24 0.052
H 0.255 -1.575 3.703 -0.07 -0.10 0.05 0.075
H -1.389 -0.950 3.941 0.21 -0.03 -0.05 0.070
H -0.096 -0.419 5.008 0.07 0.22 -0.19 0.079
H 0.447 3.278 1.948 0.13 -0.18 0.03 0.068
H -1.052 4.185 1.889 -0.20 -0.45 0.19 0.069
H -0.499 3.391 0.445 0.19 -0.08 0.26 0.083
H -1.772 2.513 3.914 -0.02 0.10 0.01 0.077
H -2.930 1.457 3.086 0.12 0.08 0.05 0.072
H -2.919 3.173 2.722 0.07 -0.09 0.05 0.064
C -0.776 6.724 4.276 0.31 -0.16 0.33 -0.122
N -2.212 6.781 4.476 0.66 0.98 -2.09 -0.353
C -2.908 6.494 3.219 -0.53 0.05 0.18 -0.130
P -3.027 6.208 5.846 6.81 1.54 -0.04 0.760
O -2.694 4.719 5.583 -3.72 0.20 0.02 -0.288
N -2.152 6.276 7.316 -0.11 -0.78 2.57 -0.332
C -0.741 6.616 7.435 -0.15 0.37 -0.09 -0.128
C -2.430 5.157 8.227 -0.11 -0.28 -0.28 -0.154
N -3.410 7.919 6.149 -2.91 -0.98 0.35 -0.318
C -2.664 9.108 5.790 -0.20 0.38 -1.35 -0.113
C -4.374 8.164 7.215 -0.18 -0.15 0.03 -0.148
H -0.487 7.275 3.374 -0.35 -0.19 -0.09 0.086
H -0.403 5.699 4.199 0.21 -0.08 -0.04 0.082
H -0.238 7.245 5.062 -0.05 -0.17 0.21 0.052
H -3.841 7.065 3.185 -0.13 -0.08 -0.02 0.078
H -3.149 5.431 3.128 0.01 -0.05 -0.09 0.050
H -2.329 6.784 2.335 0.09 0.07 0.37 0.082
H -0.107 5.898 6.902 0.12 -0.02 -0.04 0.084
H -0.422 6.617 8.485 -0.36 -0.14 -0.11 0.086
H -0.534 7.622 7.086 0.06 0.05 -0.24 0.053
H -1.849 4.266 7.960 -0.08 -0.09 0.05 0.076
H -3.493 4.891 8.198 0.21 -0.03 -0.05 0.070
H -2.200 5.422 9.264 0.07 0.22 -0.19 0.079
H -1.656 9.119 6.205 0.11 -0.18 0.02 0.066
H -3.155 10.026 6.146 -0.19 -0.46 0.17 0.085
H -2.603 9.232 4.702 0.18 -0.08 0.28 0.083
H -3.875 8.354 8.170 0.05 0.04 0.04 0.080
H -5.034 7.298 7.342 0.13 0.09 0.06 0.070
H -5.023 9.014 6.979 0.05 -0.07 0.01 0.077
C 3.440 -8.430 -9.259 -0.82 -0.57 -0.63 -0.191
N 3.276 -7.294 -8.274 1.15 -0.50 -1.22 -0.228
C 4.533 -6.469 -8.108 -0.87 0.93 -0.24 -0.459
P 5.252 -6.767 -6.329 -0.05 0.88 -2.14 0.403
S 6.125 -7.014 -4.368 1.96 -0.13 1.36 0.207
H 2.410 -9.022 -9.326 2.26 1.16 0.25 0.091
H 4.299 -9.184 -9.004 -1.46 1.26 -0.38 0.076
H 3.636 -8.033 -10.362 -0.34 -0.58 2.47 0.091
H 2.864 -7.600 -7.365 0.69 0.23 -1.07 0.073
H 4.220 -5.321 -8.136 0.74 -2.17 -0.06 0.082
H 5.340 -6.619 -8.942 -1.68 -0.10 1.40 0.086
H 4.691 -8.100 -6.286 0.19 0.69 -0.01 -0.014
H 4.404 -5.665 -5.859 0.66 -1.00 0.03 -0.021
H 6.602 -6.557 -6.854 -0.68 0.01 0.39 -0.030
H 7.533 -6.978 -4.587 -1.88 -0.03 -0.06 -0.174
```
Forces are in eV/Å.

The LUMO energy comes out at -1.4 eV. The spin multiplicity is 1. The SMILES is CN(C)P(=O)(N(C)C)N(C)C.CN(C)P(=O)(N(C)C)N(C)C.CN(C)P(=O)(N(C)C)N(C)C.CNC[PH3]S. Its total energy is -90797.898 eV. The value obtained for the highest occupied orbital energy is -0.283 Ha. Its total charge is 0.